ORCA calculation (ωB97M-V with the def2-TZVPD basis set) on a single C16H14F2N2O3 molecule in a non-equilibrium geometry.

Bonds (Å) are listed after each position.
Element x y z (Å)
1 C 3.1749 6.9497 0.7851  H2 1.092, H3 1.088, H4 1.092, O5 1.414
2 H 2.1412 7.0704 1.1165  C1 1.092
3 H 3.6395 7.9209 0.6288  C1 1.088
4 H 3.7206 6.3837 1.5434  C1 1.092
5 O 3.2253 6.2890 -0.4644  C1 1.414, C6 1.344
6 C 2.6975 5.0538 -0.5030  O5 1.344, N7 1.324, C11 1.401
7 N 2.1734 4.5408 0.5992  C6 1.324, C8 1.322
8 C 1.6591 3.3239 0.5451  N7 1.322, C9 1.390, H37 1.084
9 C 1.6343 2.5454 -0.6061  C8 1.390, C10 1.400, N14 1.396
10 C 2.1880 3.0930 -1.7698  C9 1.400, C11 1.375, H13 1.077
11 C 2.7250 4.3581 -1.7187  C6 1.401, C10 1.375, H12 1.077
12 H 3.1636 4.8242 -2.5851  C11 1.077
13 H 2.1905 2.5223 -2.6834  C10 1.077
14 N 1.0586 1.2755 -0.5444  C9 1.396, C15 1.367, H36 1.010
15 C 0.9782 0.3279 -1.5268  N14 1.367, O16 1.215, C17 1.481
16 O 1.4392 0.4575 -2.6430  C15 1.215
17 C 0.2768 -0.9137 -1.1251  C15 1.481, C18 1.337, H35 1.080
18 C -0.7205 -0.9948 -0.2386  C17 1.337, C19 1.454, H34 1.084
19 C -1.4604 -2.1923 0.1243  C18 1.454, C20 1.395, C24 1.399
20 C -1.1620 -3.4579 -0.3807  C19 1.395, C21 1.382, H33 1.078
21 C -1.8881 -4.5723 -0.0041  C20 1.382, C22 1.388, H32 1.079
22 C -2.9322 -4.4367 0.9003  C21 1.388, C23 1.391, O27 1.386
23 C -3.2539 -3.1836 1.4108  C22 1.391, C24 1.377, H26 1.078
24 C -2.5257 -2.0803 1.0244  C19 1.399, C23 1.377, H25 1.080
25 H -2.7840 -1.1112 1.4253  C24 1.080
26 H -4.0758 -3.1013 2.1030  C23 1.078
27 O -3.7226 -5.4882 1.3355  C22 1.386, C28 1.348
28 C -3.2905 -6.7517 1.1536  O27 1.348, F29 1.339, F30 1.359, H31 1.108
29 F -4.0158 -7.5508 1.9462  C28 1.339
30 F -3.5032 -7.1898 -0.1148  C28 1.359
31 H -2.2178 -6.9113 1.3793  C28 1.108
32 H -1.6458 -5.5303 -0.4372  C21 1.079
33 H -0.3546 -3.5826 -1.0839  C20 1.078
34 H -1.0616 -0.0988 0.2684  C18 1.084
35 H 0.5859 -1.7719 -1.7030  C17 1.080
36 H 0.6973 1.0250 0.3652  N14 1.010
37 H 1.2458 2.9583 1.4779  C8 1.084

Values from the calculation:
F_max (hartree/bohr): 0.0251
Structure (SMILES): COc1ccc(NC(=O)/C=C/c2ccc(OC(F)F)cc2)cn1
Total charge: 0
E_HOMO (eV): -8.21
Relative energy (zero: lowest compared OMol25 entry of this formula, charge and spin) (kJ/mol): 0.0
Energy (eV): -31376.86495

Computed Löwdin charges, given in elementary charges: -0.0844 0.0877 0.0889 0.0879 -0.0646 -0.3622 0.1275 -0.0820 -0.2041 0.0143 0.0244 0.1174 0.1038 0.1211 -0.4646 0.0689 0.0135 -0.0395 -0.2194 -0.0076 0.0002 -0.2247 0.0103 -0.0214 0.1150 0.1237 0.0847 -0.4858 0.1135 0.0896 0.1771 0.1143 0.1111 0.1116 0.1113 0.1290 0.1136